(1)
This record from OMol25 describes a 11-piece molecular cluster, C44H88O22S11 overall. The level of theory is the ωB97M-V functional and the def2-TZVPD basis.

Geometry as XYZ:
```
165
Properties=species:S:1:pos:R:3:forces:R:3:mulliken_charge:R:1
C 1.978 -4.777 3.811 0.3 0.3 -1.2 -0.775
C 0.969 -3.992 2.893 0.8 0.7 0.8 0.673
C -0.425 -4.435 3.299 -1.5 0.1 -1.2 -0.290
S -0.415 -4.854 5.043 -0.5 -2.7 -0.8 1.140
O -1.151 -6.102 5.246 0.3 1.0 -0.2 -0.787
O -0.728 -3.757 5.902 -0.2 0.9 0.2 -0.587
C 1.300 -5.219 5.080 1.0 0.9 1.6 -0.878
H 2.872 -4.133 3.986 -0.7 -0.7 -0.1 0.146
H 2.256 -5.693 3.278 0.3 0.3 0.0 0.459
H 1.242 -4.098 1.834 -0.5 -0.3 0.3 0.562
H 1.104 -2.915 3.101 -0.3 -0.5 0.0 -0.781
H -0.842 -5.268 2.672 0.6 0.3 0.9 0.453
H -1.207 -3.669 3.231 0.4 0.3 -0.2 -0.268
H 1.388 -6.259 5.277 -0.1 -1.0 -0.1 0.552
H 1.694 -4.752 5.992 -0.1 0.3 -0.3 0.327
C 3.662 0.794 4.266 -0.7 -0.3 -0.5 -0.079
C 4.560 -0.195 5.053 -0.6 0.2 0.5 -0.687
C 3.773 -0.583 6.351 -0.5 0.2 -1.9 -1.004
S 2.086 -0.805 5.736 1.2 1.9 -0.4 1.079
O 1.173 -0.469 6.778 -0.8 0.4 0.5 -0.758
O 2.013 -2.085 5.121 0.0 -1.5 -0.6 -0.451
C 2.169 0.413 4.348 0.8 -0.4 2.3 0.431
H 3.918 0.982 3.206 0.3 -0.3 0.6 -0.182
H 3.681 1.730 4.790 0.5 0.7 0.1 0.400
H 5.525 0.283 5.274 -0.3 -0.3 0.0 0.473
H 4.703 -1.110 4.487 0.2 -0.1 -0.1 0.247
H 3.742 0.152 7.140 0.2 0.1 0.2 0.382
H 3.948 -1.591 6.668 0.7 -0.4 0.6 0.493
H 1.612 1.257 4.681 -0.6 0.6 0.1 0.552
H 1.659 -0.034 3.547 -0.3 -0.7 -1.3 -0.875
C -3.818 1.147 -7.519 -0.8 -0.8 0.9 -0.937
C -3.098 0.675 -6.220 -2.1 0.2 -0.2 -0.254
C -4.055 -0.385 -5.595 1.1 -0.3 0.6 0.608
S -5.683 0.183 -5.917 -0.1 1.3 1.3 1.175
O -6.101 0.980 -4.749 0.0 -1.0 -1.0 -0.624
O -6.445 -0.913 -6.434 -0.8 -0.2 0.1 -0.706
C -5.314 1.352 -7.211 -0.1 -1.1 -1.2 -0.755
H -3.733 0.357 -8.261 0.1 0.0 -0.2 0.336
H -3.390 2.040 -7.890 0.5 0.9 -0.5 0.454
H -3.009 1.529 -5.549 0.2 -0.1 0.1 -0.116
H -2.149 0.307 -6.519 0.9 -0.5 0.3 0.546
H -4.012 -0.528 -4.488 0.3 0.3 -0.9 -0.943
H -4.000 -1.378 -6.062 0.2 0.3 0.0 0.460
H -5.608 2.307 -6.853 0.1 1.0 0.4 0.383
H -5.968 1.112 -8.071 0.4 0.0 0.4 0.360
C 4.969 1.851 0.178 0.7 -0.8 0.5 0.462
C 5.775 0.493 0.446 -0.9 1.6 1.4 -0.929
C 6.373 -0.087 -0.826 -0.9 0.0 0.3 0.576
S 6.079 1.243 -2.101 -0.4 -0.5 0.1 1.035
O 4.911 1.052 -2.952 0.4 -0.4 1.0 -0.519
O 7.327 1.458 -2.753 1.0 0.4 -0.6 -0.737
C 5.705 2.568 -0.933 0.1 -0.4 -0.5 -0.937
H 5.031 2.461 1.093 -0.4 -0.3 -0.3 0.509
H 3.923 1.638 -0.084 0.3 0.2 0.0 -0.622
H 5.097 -0.157 1.031 0.4 -0.1 -0.6 0.377
H 6.565 0.790 1.149 0.0 -0.2 -0.2 0.328
H 5.777 -0.982 -1.051 0.5 0.4 -0.5 -0.791
H 7.447 -0.328 -0.640 -0.9 0.3 -0.9 0.440
H 5.087 3.303 -1.469 0.4 -0.1 0.2 0.351
H 6.706 2.935 -0.633 -0.7 0.1 -0.1 0.411
C 1.020 4.158 1.591 1.1 0.3 -0.2 -0.585
C 1.999 5.260 1.001 1.4 -1.7 0.7 -0.135
C 1.211 6.377 0.454 -2.4 0.0 0.2 -1.207
S -0.546 5.839 0.441 2.3 -0.6 0.1 1.290
O -1.139 6.132 -0.817 -1.0 0.1 -1.5 -0.732
O -1.140 6.390 1.622 -0.6 -0.2 0.8 -0.740
C -0.149 4.081 0.608 0.2 1.3 1.2 0.335
H 0.729 4.464 2.606 -0.3 -0.2 -0.4 0.565
H 1.542 3.190 1.653 -0.2 0.3 0.0 -0.093
H 2.563 4.785 0.180 -0.2 0.1 0.3 -0.209
H 2.758 5.601 1.752 -0.8 -0.3 -0.5 0.547
H 1.399 6.680 -0.538 0.6 0.3 -1.1 0.466
H 1.058 7.211 1.089 0.5 1.0 0.7 0.532
H 0.160 3.726 -0.363 -0.1 -0.2 0.0 -0.800
H -1.006 3.586 1.012 -0.5 -0.5 0.0 0.134
C -3.943 -0.389 5.081 -0.3 -1.2 -0.1 -0.905
C -2.946 -1.431 5.608 0.6 0.2 -0.4 -0.704
C -1.522 -0.917 5.205 -1.6 -0.5 -0.4 0.467
S -1.759 -0.182 3.596 0.2 -0.4 -1.9 1.623
O -1.545 -1.255 2.606 0.0 0.5 1.1 -0.515
O -1.058 1.058 3.293 -0.2 -0.3 1.0 -0.921
C -3.519 0.015 3.695 -0.1 -0.3 0.2 -0.615
H -4.039 0.454 5.730 0.1 0.6 0.5 0.350
H -4.915 -0.872 5.005 -0.2 0.2 0.2 0.369
H -3.133 -2.384 5.120 0.0 -0.1 0.0 0.203
H -3.069 -1.589 6.689 0.4 0.1 -0.4 0.524
H -0.801 -1.685 4.999 0.4 -0.4 0.5 -0.919
H -1.242 -0.215 5.936 0.9 1.0 0.7 0.585
H -3.863 -0.671 2.943 -0.3 -0.3 -0.3 -0.122
H -3.866 0.979 3.439 0.0 1.2 -0.4 0.458
C -0.056 0.404 0.225 0.1 0.1 0.5 0.619
C 1.319 -0.211 0.584 -1.3 -0.6 0.5 1.025
C 1.724 -0.950 -0.657 0.3 0.5 -0.5 -0.444
S 0.256 -1.822 -1.213 0.9 -0.6 1.1 1.277
O 0.163 -3.198 -0.728 0.1 1.0 0.2 -0.645
O 0.167 -1.618 -2.612 -0.1 0.0 -2.3 -0.727
C -0.864 -0.735 -0.441 -0.4 0.4 1.2 1.177
H 0.092 1.236 -0.480 -0.1 -0.2 0.3 -0.252
H -0.553 0.744 1.163 0.2 -0.1 -1.0 -0.681
H 1.141 -0.910 1.393 -0.1 -0.5 0.3 -1.216
H 2.020 0.482 1.009 0.5 0.6 -0.4 0.325
H 2.560 -1.616 -0.635 0.6 -0.5 0.3 0.762
H 1.893 -0.193 -1.432 0.1 -0.2 -0.1 -0.225
H -1.384 -1.312 0.320 -0.1 0.1 0.1 -0.578
H -1.549 -0.423 -1.207 -0.4 0.2 -0.2 -0.235
C 4.975 -5.120 -3.418 -2.3 -0.2 0.4 -0.840
C 4.285 -5.642 -2.152 0.9 -1.0 0.3 -0.492
C 5.344 -5.422 -1.047 -0.4 0.2 -1.5 -0.757
S 5.839 -3.694 -1.379 -2.0 -2.5 0.6 0.866
O 7.214 -3.514 -1.123 2.0 0.8 0.2 -0.712
O 4.832 -2.921 -0.686 0.1 0.5 -0.1 -0.412
C 5.446 -3.760 -3.115 -0.3 2.1 -0.1 -0.420
H 4.249 -5.078 -4.216 -0.1 0.0 -0.4 0.351
H 5.695 -5.806 -3.686 2.0 -1.3 -0.7 0.393
H 4.104 -6.724 -2.218 -0.1 0.3 -0.1 0.356
H 3.351 -5.154 -1.989 -0.7 0.5 0.4 0.265
H 6.116 -6.167 -1.302 0.2 0.6 0.6 0.331
H 4.970 -5.470 -0.043 0.0 -0.1 0.5 0.401
H 6.254 -3.342 -3.706 0.2 -0.1 0.0 0.479
H 4.570 -3.101 -3.204 0.4 0.1 0.0 0.197
C -5.421 3.628 -1.435 0.2 0.1 1.6 -0.595
C -5.364 4.138 0.073 -0.9 0.8 -1.8 -0.814
C -3.972 3.986 0.499 2.1 -0.6 -0.8 -0.614
S -3.536 2.327 -0.259 1.3 -1.4 1.2 0.956
O -3.517 1.183 0.683 -0.4 1.8 -0.7 -0.320
O -2.331 2.502 -1.041 -0.4 0.2 0.1 -0.467
C -4.953 2.166 -1.306 -0.5 1.0 0.2 -0.676
H -4.696 4.172 -2.050 -0.1 0.0 0.1 0.196
H -6.395 3.808 -1.855 -0.4 -0.4 -0.2 0.478
H -5.953 3.467 0.673 -0.8 0.0 0.3 0.386
H -5.681 5.188 0.180 -0.1 -0.5 0.0 0.419
H -3.826 3.936 1.572 0.3 0.0 0.1 0.491
H -3.295 4.725 -0.022 -0.5 -0.8 0.8 0.051
H -5.573 1.478 -0.751 -0.7 0.2 0.1 0.213
H -4.722 1.697 -2.230 0.6 -0.4 -0.8 0.249
C -0.506 3.334 -4.289 0.5 -0.4 1.2 -1.084
C 0.361 2.150 -4.725 1.3 0.9 -0.2 -0.403
C 1.812 2.426 -4.135 -0.2 -0.9 0.9 -0.831
S 1.497 3.460 -2.580 -0.3 -1.2 -1.6 1.357
O 2.011 4.793 -2.760 -0.1 0.4 -0.2 -0.849
O 1.947 2.762 -1.398 0.0 -0.4 0.3 -0.046
C -0.316 3.434 -2.733 1.1 0.1 -2.2 0.411
H -1.548 3.133 -4.495 -0.3 0.1 -0.1 0.464
H -0.199 4.283 -4.735 -0.1 -0.1 -0.1 0.412
H 0.315 1.991 -5.818 0.5 0.2 0.4 0.511
H -0.037 1.255 -4.288 -0.1 -0.6 0.4 0.147
H 2.510 3.004 -4.744 -0.4 0.1 -0.1 0.464
H 2.388 1.503 -3.809 -0.9 1.0 -0.3 0.201
H -0.673 4.406 -2.463 -0.4 0.3 1.0 0.314
H -0.726 2.554 -2.252 0.1 0.3 0.3 -0.280
C -4.599 -2.864 0.416 -0.6 -1.1 -0.6 -0.439
C -5.485 -1.631 0.065 -0.3 -1.7 -1.0 0.148
C -5.858 -1.890 -1.430 0.9 -0.3 0.7 -1.241
S -4.270 -2.218 -2.201 -0.4 -0.6 1.9 1.193
O -3.563 -0.940 -2.282 -0.3 -1.0 -0.4 -0.339
O -4.457 -3.141 -3.286 0.4 0.6 -0.9 -0.858
C -3.670 -3.221 -0.777 0.4 0.5 0.3 -0.074
H -5.246 -3.794 0.531 0.5 1.4 0.2 0.421
H -4.001 -2.751 1.311 0.0 0.2 0.3 -0.004
H -4.910 -0.714 0.165 -0.3 0.2 0.2 -0.441
H -6.414 -1.718 0.642 0.4 0.7 0.1 0.579
H -6.373 -1.133 -1.969 -0.3 1.0 -0.4 0.446
H -6.415 -2.810 -1.576 -0.1 -0.2 0.2 0.471
H -2.612 -2.967 -0.573 -0.5 -0.2 -0.3 -0.385
H -3.789 -4.300 -0.992 0.3 0.8 -0.4 0.452
```
Forces are in eV/Å.

Properties
Gap between HOMO and LUMO, eV: 10.13
HOMO, eV: -9.9
SMILES string: O=S1(=O)CCCC1.O=S1(=O)CCCC1.O=S1(=O)CCCC1.O=S1(=O)CCCC1.O=S1(=O)CCCC1.O=S1(=O)CCCC1.O=S1(=O)CCCC1.O=S1(=O)CCCC1.O=S1(=O)CCCC1.O=S1(=O)CCCC1.O=S1(=O)CCCC1

***

(2)
This record from OMol25 describes an isolated ion of composition C9H11N2O and charge +1. The level of theory is the ωB97M-V functional and the def2-TZVPD basis.

Geometry as XYZ:
```
23
Properties=species:S:1:pos:R:3:forces:R:3:mulliken_charge:R:1
C 3.705 0.554 0.055 -0.1 0.0 0.0 -0.400
C 3.024 0.495 -1.158 -0.2 0.0 -0.2 -0.545
C 3.082 0.124 1.223 -0.2 -0.1 0.2 -0.531
C 1.734 0.018 -1.212 0.3 0.1 -0.3 -0.308
C 1.793 -0.360 1.194 0.2 0.0 0.3 -0.331
C 1.115 -0.441 -0.035 0.1 0.1 0.0 0.470
C -2.483 -1.486 -0.226 0.1 0.2 -0.3 -0.327
C -0.980 -1.756 -0.227 -0.9 0.1 0.0 -0.057
C -2.762 2.018 0.244 -0.7 0.7 0.8 -0.697
N -0.160 -0.850 -0.077 0.2 0.1 0.0 -0.038
N -2.473 0.806 -0.387 1.5 -1.2 -2.0 -0.342
O -2.820 -0.245 0.324 -0.8 -0.2 1.4 -0.030
H 4.711 0.939 0.093 0.1 0.0 0.0 0.415
H 3.504 0.831 -2.063 0.0 0.0 -0.1 0.392
H 3.607 0.174 2.164 0.0 0.0 0.1 0.392
H 1.191 -0.021 -2.144 -0.1 0.0 -0.1 0.435
H 1.302 -0.691 2.096 0.0 0.0 0.1 0.430
H -2.809 -1.566 -1.271 0.0 0.0 0.1 0.311
H -2.994 -2.234 0.385 0.1 0.1 -0.1 0.371
H -0.740 -2.806 -0.399 0.4 0.0 0.0 0.462
H -3.051 1.905 1.295 0.1 0.1 -0.1 0.361
H -3.592 2.482 -0.310 0.0 0.0 0.1 0.288
H -1.911 2.688 0.113 0.0 0.0 0.1 0.278
```
Forces are in eV/Å.

Properties
Gap between HOMO and LUMO (alpha / beta), eV: 9.63 / 4.78
HOMO (alpha / beta), eV: -13.0 / -11.7
Charge: +1

***

(3)
This record from OMol25 describes one molecule with the formula C4H10OS. The level of theory is the ωB97M-V functional and the def2-TZVPD basis.

Geometry as XYZ:
```
16
Properties=species:S:1:pos:R:3:forces:R:3:mulliken_charge:R:1
C -0.434 0.472 0.212 4.0 0.2 -0.5 0.434
C -0.719 1.917 0.186 1.0 2.5 1.5 -1.186
C -1.171 -0.459 -0.608 -2.9 -2.3 -0.3 -1.147
C 1.678 -1.401 0.493 2.1 -0.8 -0.5 -0.841
O 2.192 1.249 0.570 -2.0 -1.4 -0.8 -0.660
S 1.252 0.260 -0.083 3.2 0.9 0.6 0.541
H 0.219 2.505 -0.169 -1.8 -0.6 0.4 0.278
H -1.614 2.186 -0.345 -0.2 0.1 -0.8 0.380
H -0.913 2.344 1.225 0.4 -0.6 -1.0 0.260
H -2.169 -0.406 -0.117 0.1 -0.6 -0.4 0.337
H -1.431 -0.232 -1.682 0.8 0.0 0.7 0.293
H -0.829 -1.544 -0.517 -0.5 1.4 -0.3 0.317
H 2.146 -2.043 -0.413 -0.7 1.6 2.3 0.287
H 2.341 -1.323 1.478 -1.2 0.1 -2.5 0.297
H 0.759 -1.849 0.770 -0.9 -0.6 0.4 0.353
H 2.028 0.156 -1.445 -1.4 0.1 1.4 0.058
```
Forces are in eV/Å.

Properties
Gap between HOMO and LUMO, eV: 8.23
HOMO, eV: -7.8
SMILES string: CC(C)=[S@H](C)=O

***

Values for largest force on an atom, eV/A, ordered as above
3.3; 2.8; 4.0
Values for relative energy (zero: lowest compared OMol25 entry of this formula, charge and spin), eV, ordered as above
1.0112; 4.4811; 4.8308